# 1
{
  "formula": "H2N2P2",
  "method": "the ωB97M-V functional and the def2-TZVPD basis",
  "species": ["N", "P", "N", "P", "H", "H"],
  "coordinates": [[1.703, -1.140, -0.157], [2.918, 0.009, -0.182], [1.812, 1.184, 0.198], [0.541, 0.050, -0.003], [-0.404, -0.204, 1.122], [0.003, 0.103, -1.268]],
  "smiles": "N1=P2=N[PH2]12",
  "de_lowest_kj_mol": 134.4,
  "max_force_ev_per_a": 4.548,
  "total_charge": 0,
  "e_tot_ha": -793.346790
}


# 2
{
  "formula": "H2N3O2S",
  "method": "the ωB97M-V functional and the def2-TZVPD basis",
  "species": ["H", "N", "N", "O", "N", "O", "S", "H"],
  "coordinates": [[-0.750, -1.978, 1.139], [-0.620, -1.466, 0.192], [0.045, -0.369, 0.320], [0.953, -0.027, 1.205], [-0.245, 0.506, -0.615], [0.761, 1.460, -0.697], [-1.324, 0.337, -1.756], [1.181, 1.537, 0.213]],
  "smiles": "[H]/N=[N+](\\[O-])N(O)[S-]",
  "de_lowest_kj_mol": 259.5,
  "max_force_ev_per_a": 4.198,
  "total_charge": -1,
  "e_tot_ha": -713.988390
}


# 3
{
  "formula": "H2N3O3S",
  "method": "the ωB97M-V functional and the def2-TZVPD basis",
  "species": ["N", "N", "N", "O", "O", "O", "S", "H", "H"],
  "coordinates": [[-2.216, -0.199, 3.297], [-2.009, -1.269, 3.147], [0.629, 0.352, -2.016], [1.460, 1.013, 0.269], [-0.683, -0.163, 0.092], [1.408, -1.369, -0.283], [0.716, -0.094, -0.327], [1.055, 1.265, -2.002], [-0.359, 0.464, -2.177]],
  "de_lowest_kj_mol": 0.0,
  "max_force_ev_per_a": 1.643,
  "total_charge": -1,
  "e_tot_ha": -789.500616
}


# 4
{
  "formula": "H2N3O3S",
  "method": "the ωB97M-V functional and the def2-TZVPD basis",
  "species": ["N", "N", "N", "O", "O", "O", "S", "H", "H"],
  "coordinates": [[1.092, -0.125, -0.298], [0.374, -0.387, 0.642], [2.441, -0.035, -0.107], [-2.494, 1.427, 0.964], [-2.235, 0.638, -1.428], [-2.840, -0.916, 0.284], [-2.191, 0.352, 0.022], [2.737, -0.596, 0.690], [3.117, -0.358, -0.769]],
  "de_lowest_kj_mol": 474.8,
  "max_force_ev_per_a": 3.157,
  "total_charge": -1,
  "e_tot_ha": -789.319762
}


# 5
{
  "formula": "H2N3PS",
  "method": "the ωB97M-V functional and the def2-TZVPD basis",
  "species": ["S", "P", "N", "N", "N", "H", "H"],
  "coordinates": [[-1.733, 1.670, -0.391], [0.230, 1.003, -1.365], [0.459, -0.566, -0.722], [1.075, -0.795, 0.534], [-0.316, -1.088, 0.327], [1.207, 0.024, 1.197], [-0.922, -0.248, 0.419]],
  "smiles": "S=Pn1[nH][nH]1",
  "de_lowest_kj_mol": 233.4,
  "max_force_ev_per_a": 5.012,
  "total_charge": 0,
  "e_tot_ha": -904.822330
}


# 6
{
  "formula": "H2N4O",
  "method": "the ωB97M-V functional and the def2-TZVPD basis",
  "species": ["N", "N", "N", "N", "O", "H", "H"],
  "coordinates": [[2.667, 0.792, -0.100], [1.846, 0.225, 0.405], [-1.411, -0.112, -0.364], [-0.643, 0.722, 0.023], [1.019, -0.413, 0.936], [-1.324, -0.704, -1.175], [-2.153, -0.509, 0.275]],
  "de_lowest_kj_mol": 297.2,
  "max_force_ev_per_a": 2.715,
  "total_charge": 0,
  "e_tot_ha": -295.300401
}


# 7
{
  "formula": "H2N4O2",
  "method": "the ωB97M-V functional and the def2-TZVPD basis",
  "species": ["N", "N", "N", "N", "O", "O", "H", "H"],
  "coordinates": [[-0.085, -0.130, 0.820], [1.401, -1.654, -0.642], [-0.925, 0.840, 1.043], [0.229, -0.329, -0.359], [-0.176, 0.146, -1.397], [1.507, -1.794, -1.771], [-1.136, 1.565, 0.405], [-0.814, 1.357, 1.901]],
  "de_lowest_kj_mol": 330.6,
  "max_force_ev_per_a": 3.408,
  "total_charge": 0,
  "e_tot_ha": -370.498225
}


# 8
{
  "formula": "H2N5O2",
  "method": "the ωB97M-V functional and the def2-TZVPD basis",
  "species": ["N", "N", "N", "N", "N", "O", "O", "H", "H"],
  "coordinates": [[0.265, 1.342, -0.166], [-0.830, 0.816, -0.381], [-0.964, -0.819, 0.371], [1.336, 0.902, 0.173], [0.290, -1.412, 0.481], [2.504, 1.358, 0.155], [0.589, -2.281, -0.383], [-1.660, 1.228, 0.100], [-1.531, -1.134, -0.352]],
  "de_lowest_kj_mol": 308.9,
  "max_force_ev_per_a": 5.284,
  "total_charge": -1,
  "e_tot_ha": -425.225185
}